Record 1
{"formula": "C10H10O2", "method": "ωB97M-V with the def2-TZVPD basis set", "total_charge": 0, "orbital_gap_ev": 10.05, "largest_force_ev_per_a": 4.5, "lumo_ev": 0.853, "homo_ev": -9.2, "e_above_lowest_kcal_mol": 100.5, "elements": ["C", "C", "C", "O", "O", "C", "C", "C", "C", "C", "C", "C", "H", "H", "H", "H", "H", "H", "H", "H", "H", "H"], "coordinates": [[2.4619, 2.5271, 0.4398], [1.8997, 1.4659, 0.2662], [1.3543, 0.1609, -0.1820], [1.6649, -0.3430, -1.5671], [1.8266, -0.8176, 0.7408], [1.3306, -2.1626, 0.3688], [-0.1709, 0.2904, -0.1478], [-0.9792, 0.0898, -1.2364], [-2.3946, 0.1190, -1.1603], [-2.9583, 0.2889, 0.1025], [-2.1954, 0.5420, 1.1892], [-0.7898, 0.6048, 1.0758], [2.8116, 3.4732, 0.5821], [2.4904, -0.7590, -1.4780], [1.5887, -2.6573, 1.3139], [2.0067, -2.5362, -0.3965], [0.2873, -2.1119, 0.0593], [-0.5220, 0.0419, -2.2885], [-2.9327, 0.2509, -2.0090], [-3.9978, 0.2284, 0.2095], [-2.6100, 0.6734, 2.1841], [-0.1720, 0.6313, 1.9336]], "forces_ev_per_a": [[-1.820, -3.178, -0.455], [1.647, 0.774, -0.971], [-0.536, -1.178, -0.764], [-1.787, 2.432, 1.958], [-0.935, 0.099, -1.227], [1.670, 1.283, 1.337], [-0.381, 0.127, 1.146], [-0.661, 0.353, -3.125], [3.235, 0.555, 3.077], [-0.060, -0.215, -1.533], [2.317, 0.260, 1.438], [-0.845, -1.347, -1.150], [0.818, 1.847, 0.393], [1.991, -0.694, 0.091], [-0.826, -0.506, -0.447], [-0.396, -0.295, -0.199], [0.108, -0.360, 0.223], [-0.620, -0.192, 1.853], [-1.706, -0.374, -2.436], [-1.471, 0.093, 0.100], [-0.182, 0.009, -0.205], [0.440, 0.506, 0.896]]}

Record 2
{"formula": "C10H10O3S", "method": "ωB97M-V with the def2-TZVPD basis set", "total_charge": 0, "orbital_gap_ev": 9.75, "largest_force_ev_per_a": 4.3, "lumo_ev": 0.782, "homo_ev": -9.0, "e_above_lowest_kcal_mol": 72.8, "elements": ["C", "C", "C", "C", "C", "C", "C", "C", "C", "C", "O", "O", "O", "S", "H", "H", "H", "H", "H", "H", "H", "H", "H", "H"], "coordinates": [[-3.7951, -0.0072, -0.1639], [-3.1578, -0.4613, -1.3031], [-3.0277, 0.1701, 0.9848], [-1.8165, -0.6963, -1.3246], [-1.7660, -0.3871, 1.0428], [-1.1064, -0.7194, -0.1577], [2.4203, 0.1970, 1.0367], [3.3379, -0.8750, 0.4174], [2.2422, 1.2003, -0.1218], [3.3789, -0.5677, -0.8845], [1.1035, -0.3647, 1.1142], [0.4386, -2.7010, 0.2014], [2.9410, 0.6276, -1.2339], [0.5864, -1.2880, -0.2305], [-4.7527, 0.3698, -0.0137], [-3.5185, -0.6856, -2.3067], [-3.5496, 0.5900, 1.7701], [-1.3798, -0.9215, -2.2288], [-1.3131, -0.3615, 1.9406], [2.5735, 0.7257, 1.9091], [3.6270, -1.7888, 0.8006], [1.2482, 1.2597, -0.5415], [2.5103, 2.3152, 0.1691], [3.8628, -1.1519, -1.5967]], "forces_ev_per_a": [[1.838, 0.347, 0.086], [-0.991, -0.040, -1.316], [0.310, -1.986, -2.033], [0.229, -0.046, 1.784], [-0.697, 1.041, -2.715], [-0.008, 0.430, 1.565], [-1.273, -1.341, -3.834], [-1.007, 2.821, -0.659], [1.116, 2.110, 0.151], [1.057, 0.001, 2.321], [-1.560, -1.458, 0.472], [0.667, 1.051, -0.338], [0.202, 1.226, -1.153], [-0.571, -0.797, 1.590], [-1.887, 0.158, -0.814], [-1.236, 0.537, 0.485], [-0.452, 0.675, 2.004], [1.098, -0.567, -1.868], [1.979, -0.160, 2.758], [0.662, 0.379, 2.185], [0.465, -1.485, 1.030], [-0.619, 0.072, 0.767], [0.246, -2.252, -0.968], [0.434, -0.716, -1.500]]}

Record 3
{"formula": "C10H11BrN2", "method": "ωB97M-V with the def2-TZVPD basis set", "total_charge": 0, "orbital_gap_ev": 7.24, "largest_force_ev_per_a": 1.6, "lumo_ev": 0.540, "homo_ev": -6.7, "e_above_lowest_kcal_mol": 16.2, "elements": ["C", "C", "C", "C", "C", "C", "C", "C", "C", "C", "N", "N", "Br", "H", "H", "H", "H", "H", "H", "H", "H", "H", "H", "H"], "coordinates": [[-0.7607, 2.1257, 0.7057], [-0.8345, 1.2187, 1.7485], [-1.3421, 1.8227, -0.5131], [-1.4928, 0.0127, 1.5743], [-1.9990, 0.6159, -0.6885], [-2.0773, -0.2916, 0.3559], [2.5887, -0.1566, 0.2433], [1.9805, -1.4028, 0.7860], [0.8880, -1.5686, -0.2205], [0.4201, -0.4574, -2.3313], [2.0565, 0.2383, -0.8406], [1.0596, -0.6558, -1.2040], [0.0107, -3.1959, -0.5744], [-0.2572, 3.0707, 0.8385], [-0.3845, 1.4544, 2.7033], [-1.2861, 2.5280, -1.3296], [-1.5540, -0.6913, 2.3919], [-2.4553, 0.3853, -1.6395], [3.3957, 0.3947, 0.6872], [2.7032, -2.2274, 0.8168], [1.6097, -1.2577, 1.8055], [-0.3371, -1.1477, -2.6403], [-2.5896, -1.2318, 0.2203], [0.6574, 0.4177, -2.8953]], "forces_ev_per_a": [[0.004, 0.080, -0.177], [0.005, -0.103, 0.238], [-0.024, 0.123, 0.006], [-0.001, 0.027, 0.159], [-0.109, -0.069, 0.011], [0.001, 0.044, -0.084], [-0.460, -0.483, -0.092], [-0.330, -0.146, -0.194], [0.200, -0.433, -0.020], [0.210, 0.015, -0.301], [0.904, 1.253, -0.126], [-0.972, -0.990, 0.415], [0.161, 0.419, 0.030], [0.086, 0.102, 0.036], [0.023, 0.016, 0.060], [0.023, 0.053, -0.060], [0.008, -0.071, 0.058], [-0.046, -0.020, -0.080], [0.168, 0.232, 0.038], [0.049, 0.009, -0.007], [0.032, 0.052, 0.077], [-0.119, -0.194, 0.114], [-0.034, -0.102, -0.016], [0.220, 0.187, -0.085]]}

Record 4
{"formula": "C10H11F2NO", "method": "ωB97M-V with the def2-TZVPD basis set", "total_charge": 0, "orbital_gap_ev": 8.10, "largest_force_ev_per_a": 5.4, "lumo_ev": 0.825, "homo_ev": -7.3, "e_above_lowest_kcal_mol": 31.7, "elements": ["C", "O", "C", "C", "F", "C", "C", "C", "N", "C", "C", "C", "F", "C", "H", "H", "H", "H", "H", "H", "H", "H", "H", "H", "H"], "coordinates": [[4.0610, -0.1620, -0.0081], [3.0494, 0.7555, 0.1425], [1.7431, 0.4017, 0.0591], [1.2332, -0.8593, -0.2751], [2.0308, -1.8240, -0.7606], [-0.1703, -1.0444, -0.2446], [-1.0514, -2.1480, -0.2110], [-2.3331, -1.6578, -0.1228], [-2.2776, -0.2946, -0.1143], [-3.4150, 0.4925, 0.2551], [-0.9653, 0.0703, -0.1113], [-0.5212, 1.4608, -0.2194], [-0.3927, 1.8288, -1.5141], [0.8510, 1.6030, 0.5180], [4.9704, 0.3045, 0.2949], [4.2916, -0.2584, -1.0347], [3.7242, -1.0768, 0.5084], [-0.8472, -3.2768, -0.0311], [-3.3096, -2.3053, -0.0373], [-4.3215, 0.2979, -0.4453], [-3.8416, 0.1246, 1.2589], [-3.2873, 1.4952, 0.3100], [-1.2816, 2.2246, 0.0669], [0.6917, 1.3962, 1.6119], [1.3690, 2.4518, 0.1041]], "forces_ev_per_a": [[-0.105, -0.972, 0.271], [-1.455, 1.919, 0.171], [-0.674, -1.836, -0.128], [1.982, 3.595, 0.619], [-0.006, -0.643, -0.071], [-1.171, 0.002, 0.525], [-0.035, -2.787, 0.696], [-1.475, -1.761, -0.059], [-0.614, -0.682, 0.330], [-3.713, -3.846, 0.417], [-0.564, 0.418, -0.457], [0.032, 1.155, 2.034], [0.840, 0.192, -2.456], [-0.780, -3.146, -1.101], [0.558, 0.151, 1.334], [-0.280, -1.065, -1.484], [1.117, 0.112, -0.316], [-0.057, 2.313, -0.811], [2.060, 1.843, -0.148], [1.716, 0.337, 0.763], [0.864, 0.651, -1.178], [0.863, 2.942, 0.024], [0.501, -0.780, 1.021], [0.290, 1.154, -0.836], [0.106, 0.733, 0.838]]}

Record 5
{"formula": "C10H11FO", "method": "ωB97M-V with the def2-TZVPD basis set", "total_charge": 0, "orbital_gap_ev": 9.37, "largest_force_ev_per_a": 0.7, "lumo_ev": 0.914, "homo_ev": -8.5, "e_above_lowest_kcal_mol": 0.0, "elements": ["C", "C", "C", "C", "O", "H", "H", "H", "H", "H", "H", "F", "C", "C", "C", "C", "C", "C", "H", "H", "H", "H", "H"], "coordinates": [[-3.2564, -0.6315, -1.0289], [-2.3903, -0.1465, -0.1948], [-1.5190, 0.3082, 0.6618], [-0.8741, 1.6607, 0.5841], [-1.1834, -0.3662, 1.8191], [-4.3139, -0.4331, -0.9250], [-2.9695, -1.2511, -1.8670], [-1.3679, 2.3360, 1.2835], [-0.9517, 2.0676, -0.4198], [0.1718, 1.5811, 0.8714], [-1.6318, -1.2182, 1.8329], [-0.2476, -2.1943, -0.1654], [0.7003, -1.2281, -0.1736], [1.6249, -1.1960, 0.8538], [2.6331, -0.2500, 0.8069], [2.7150, 0.6374, -0.2545], [1.7831, 0.5814, -1.2773], [0.7701, -0.3618, -1.2491], [1.5479, -1.9008, 1.6667], [3.3663, -0.2110, 1.5984], [3.5126, 1.3672, -0.2801], [1.8438, 1.2722, -2.1051], [0.0369, -0.4233, -2.0380]], "forces_ev_per_a": [[-0.214, -0.095, -0.247], [0.172, 0.054, 0.236], [-0.396, 0.457, 0.383], [-0.140, -0.244, 0.144], [0.015, 0.183, -0.020], [-0.155, 0.063, 0.031], [0.120, -0.113, -0.111], [0.004, 0.043, 0.032], [0.001, 0.015, -0.020], [0.110, 0.009, -0.040], [-0.054, -0.028, -0.083], [0.105, 0.124, 0.031], [0.581, -0.310, -0.316], [-0.215, -0.081, -0.089], [0.052, 0.034, -0.021], [0.136, 0.115, 0.042], [0.058, -0.017, -0.014], [-0.089, -0.193, 0.064], [-0.043, -0.050, 0.066], [0.042, -0.007, 0.082], [-0.006, 0.037, -0.028], [0.006, 0.045, -0.077], [-0.088, -0.040, -0.045]]}

Record 6
{"formula": "C10H11FeN11O2S2", "method": "ωB97M-V with the def2-TZVPD basis set", "total_charge": -1, "orbital_gap_ev": [5.79, 5.49], "largest_force_ev_per_a": 2.4, "lumo_ev": [0.246, -0.061], "homo_ev": [-5.5, -5.6], "spin_multiplicity": 2, "elements": ["Fe", "N", "C", "N", "N", "N", "N", "C", "N", "N", "N", "N", "H", "C", "O", "C", "C", "O", "C", "H", "H", "H", "H", "H", "H", "H", "H", "H", "H", "S", "C", "S", "C", "C", "N", "C", "N"], "coordinates": [[-0.1451, -0.1018, -0.1774], [2.6760, 1.8460, -1.0713], [2.9175, 0.6819, -0.4127], [4.1445, 0.2211, -0.1767], [3.9578, -0.8911, 0.5090], [2.7072, -1.1196, 0.6902], [1.9877, -0.1438, 0.1263], [1.4707, 2.4670, -1.1932], [1.3061, 3.6621, -1.7572], [0.0132, 3.9048, -1.6454], [-0.5925, 2.9374, -1.0536], [0.2907, 1.9929, -0.7321], [3.4775, 2.3097, -1.4691], [-2.9180, 1.7712, 0.6726], [-1.7505, 1.1326, 1.1488], [-1.7098, 1.0072, 2.5509], [-0.3851, 0.3461, 2.9236], [-0.3115, -0.8842, 2.2318], [0.6124, -1.7974, 2.7978], [-3.0241, 2.7635, 1.1265], [-3.8076, 1.1675, 0.8880], [-2.7783, 1.8876, -0.4000], [-2.5476, 0.3817, 2.8983], [-1.7798, 2.0004, 3.0223], [-0.3448, 0.1774, 4.0094], [0.4487, 0.9977, 2.6260], [0.3737, -1.9653, 3.8552], [1.6422, -1.4448, 2.6942], [0.5028, -2.7266, 2.2443], [-1.5231, -2.2173, -0.9782], [-0.8042, -2.0002, -2.5218], [-0.0167, -0.4857, -2.7541], [-0.8401, -2.9600, -3.5227], [-0.2481, -2.7555, -4.7772], [0.2219, -2.6378, -5.8203], [-1.4011, -4.2292, -3.3357], [-1.8208, -5.2942, -3.2173]], "forces_ev_per_a": [[1.401, 0.422, -1.909], [0.473, 0.081, -0.380], [-0.042, -0.621, 0.482], [-0.505, 1.178, -0.627], [-0.202, -0.858, 0.489], [-0.082, -1.083, 0.498], [-1.188, 1.181, -1.080], [-1.027, 0.233, 0.159], [1.114, -0.791, 0.233], [-0.956, 0.313, 0.044], [-1.084, 0.162, 0.048], [1.218, -1.641, 0.118], [-0.107, -0.007, 0.060], [-0.216, 0.086, -0.353], [0.460, -0.452, -0.177], [0.330, -0.347, 0.310], [-0.331, 0.458, -0.034], [-0.302, 0.414, -0.671], [0.367, -0.266, 0.150], [0.062, -0.098, -0.051], [0.074, -0.007, 0.027], [-0.128, 0.085, 0.099], [0.098, 0.109, -0.053], [0.017, -0.165, -0.085], [-0.025, 0.048, -0.156], [-0.010, -0.088, 0.099], [-0.103, 0.029, -0.079], [-0.182, -0.059, 0.011], [0.082, 0.002, 0.005], [0.894, 1.521, 0.928], [0.093, -0.570, -0.937], [-0.150, 0.307, 2.308], [0.029, 0.973, 1.007], [0.371, 0.243, -0.623], [0.118, 0.114, -0.239], [-0.407, -0.757, 0.317], [-0.157, -0.152, 0.063]]}

Please write out number 5 again, unchanged.
{"formula": "C10H11FO", "method": "ωB97M-V with the def2-TZVPD basis set", "total_charge": 0, "orbital_gap_ev": 9.37, "largest_force_ev_per_a": 0.7, "lumo_ev": 0.914, "homo_ev": -8.5, "e_above_lowest_kcal_mol": 0.0, "elements": ["C", "C", "C", "C", "O", "H", "H", "H", "H", "H", "H", "F", "C", "C", "C", "C", "C", "C", "H", "H", "H", "H", "H"], "coordinates": [[-3.2564, -0.6315, -1.0289], [-2.3903, -0.1465, -0.1948], [-1.5190, 0.3082, 0.6618], [-0.8741, 1.6607, 0.5841], [-1.1834, -0.3662, 1.8191], [-4.3139, -0.4331, -0.9250], [-2.9695, -1.2511, -1.8670], [-1.3679, 2.3360, 1.2835], [-0.9517, 2.0676, -0.4198], [0.1718, 1.5811, 0.8714], [-1.6318, -1.2182, 1.8329], [-0.2476, -2.1943, -0.1654], [0.7003, -1.2281, -0.1736], [1.6249, -1.1960, 0.8538], [2.6331, -0.2500, 0.8069], [2.7150, 0.6374, -0.2545], [1.7831, 0.5814, -1.2773], [0.7701, -0.3618, -1.2491], [1.5479, -1.9008, 1.6667], [3.3663, -0.2110, 1.5984], [3.5126, 1.3672, -0.2801], [1.8438, 1.2722, -2.1051], [0.0369, -0.4233, -2.0380]], "forces_ev_per_a": [[-0.214, -0.095, -0.247], [0.172, 0.054, 0.236], [-0.396, 0.457, 0.383], [-0.140, -0.244, 0.144], [0.015, 0.183, -0.020], [-0.155, 0.063, 0.031], [0.120, -0.113, -0.111], [0.004, 0.043, 0.032], [0.001, 0.015, -0.020], [0.110, 0.009, -0.040], [-0.054, -0.028, -0.083], [0.105, 0.124, 0.031], [0.581, -0.310, -0.316], [-0.215, -0.081, -0.089], [0.052, 0.034, -0.021], [0.136, 0.115, 0.042], [0.058, -0.017, -0.014], [-0.089, -0.193, 0.064], [-0.043, -0.050, 0.066], [0.042, -0.007, 0.082], [-0.006, 0.037, -0.028], [0.006, 0.045, -0.077], [-0.088, -0.040, -0.045]]}